DFT (ωB97M-V/def2-TZVPD) results for 12 unconnected molecules or ions with the total composition C48H102F21N5O19 at a distorted geometry.

```
195
Properties=species:S:1:pos:R:3:forces:R:3
C -3.9968 0.2909 5.4523 1.15 -0.44 -0.19
C -2.5153 0.5801 5.8013 -0.67 2.39 1.72
C -2.5300 1.6969 6.9638 1.66 -0.46 -1.05
O -3.1699 1.3378 8.1307 -0.59 -1.35 0.36
C -3.0722 2.3171 9.1250 -0.83 0.55 1.46
N -1.6092 -0.6430 6.1712 -1.43 -0.12 -0.83
H -2.0864 -1.4996 6.4134 -0.94 -0.15 1.01
H -1.1818 -0.9994 5.3284 0.77 0.50 -0.67
H -0.8954 -0.4525 6.8599 0.32 0.30 0.34
H -4.6338 1.1483 5.2351 0.86 0.70 0.09
H -4.4665 -0.0963 6.3565 -0.09 -0.92 -0.45
H -3.9964 -0.2429 4.5020 -0.56 -0.87 0.48
H -1.9280 1.0120 4.9910 -0.38 0.16 -0.08
H -2.9441 2.6237 6.5665 -0.32 -0.09 -0.53
H -1.5028 1.9668 7.2089 0.51 -0.07 -0.09
H -3.6484 2.0827 10.0201 -0.62 -0.87 -0.38
H -3.5486 3.2461 8.8118 0.62 0.36 -0.32
H -2.1128 2.4220 9.6315 0.70 0.30 -1.00
C 3.0145 9.6655 -5.1062 -0.30 -2.65 -2.79
C 3.1204 10.2371 -3.7814 0.29 1.63 0.70
C 2.5721 9.4637 -2.5709 -0.07 2.09 0.94
O 2.7746 10.2765 -1.3154 0.89 -0.87 -3.47
C 2.3677 9.5065 -0.2143 0.69 -0.08 0.05
N 4.6122 10.5380 -3.6043 -0.62 0.30 1.79
H 4.8023 10.9130 -2.6860 -0.40 0.53 0.93
H 5.1842 9.7085 -3.5352 0.49 -0.67 -0.92
H 4.9543 11.2554 -4.2275 0.28 -0.29 -0.69
H 2.0332 9.7265 -5.5768 -0.27 -0.07 0.54
H 3.3103 8.6176 -5.1554 -0.13 -0.29 0.16
H 3.6415 10.1045 -5.8822 0.30 0.59 0.36
H 2.6411 11.1938 -3.9891 0.10 0.47 1.36
H 3.0087 8.4650 -2.5695 0.27 -0.06 0.54
H 1.4896 9.3670 -2.6547 -0.03 -0.18 -0.41
H 1.3151 9.2824 -0.3870 -0.10 -0.21 0.90
H 2.6522 10.0905 0.6609 -0.77 0.00 0.10
H 3.0025 8.6215 -0.1710 -0.34 -0.46 0.09
C -8.8121 -9.3927 -8.5846 0.10 0.63 0.05
C -8.2006 -8.9687 -7.1853 -1.10 -0.29 -2.88
C -7.6444 -7.5407 -7.1016 1.21 -0.74 1.48
O -7.0094 -7.4224 -5.7884 -1.95 -0.27 -0.86
C -6.6241 -6.0936 -5.4960 1.22 0.67 0.32
N -9.2065 -9.3373 -6.1231 0.22 0.59 0.76
H -10.1924 -9.1849 -6.2804 -0.50 -0.49 -1.33
H -8.9895 -10.2956 -5.8893 -0.54 -0.37 0.41
H -9.1641 -8.7718 -5.2873 1.36 0.33 0.78
H -8.0249 -9.2385 -9.3226 0.06 -0.16 0.03
H -9.6869 -8.8938 -9.0017 -0.04 0.63 0.57
H -9.0985 -10.4441 -8.6110 0.36 -0.17 0.29
H -7.4661 -9.7741 -7.1831 0.64 0.68 1.09
H -8.3488 -6.7319 -7.2962 -0.41 -0.17 0.18
H -6.8488 -7.4511 -7.8413 -0.04 -0.10 -0.30
H -7.3506 -5.3284 -5.2226 -1.04 -0.48 -0.48
H -6.0451 -5.7138 -6.3378 0.25 0.17 0.14
H -6.0223 -6.1134 -4.5874 0.39 -0.35 -0.29
C 0.9067 -8.8318 0.7048 -0.92 0.10 0.34
C -0.5737 -8.8522 1.2354 -0.30 -0.60 0.16
C -1.0574 -10.1723 1.9257 -0.93 -0.12 0.28
O -2.4388 -10.1458 2.3744 0.83 1.09 0.92
C -2.8060 -11.1985 3.3046 -0.18 0.47 -0.72
N -0.6106 -7.6637 2.2648 -0.24 -1.85 -0.21
H -1.4553 -7.5765 2.8116 -1.31 0.15 -0.39
H 0.0244 -7.8759 3.0210 1.01 0.22 -0.01
H -0.3949 -6.7989 1.7897 0.15 0.52 0.07
H 1.6008 -8.7546 1.5417 -0.01 0.13 0.11
H 1.0007 -7.9532 0.0667 0.19 0.03 0.05
H 1.2693 -9.6827 0.1281 -0.68 -0.16 -0.01
H -1.3088 -8.5913 0.4740 0.21 0.21 -0.05
H -0.3099 -10.3534 2.6981 -0.22 -0.36 0.59
H -1.1704 -11.0631 1.3078 1.48 0.31 -0.88
H -3.8952 -11.1948 3.3466 0.10 0.16 -0.09
H -2.4447 -11.0403 4.3207 0.33 0.12 -0.12
H -2.5035 -12.1700 2.9136 0.23 -0.09 0.05
C 7.1845 -4.0769 2.8266 0.26 0.04 -0.18
C 6.3296 -2.8082 2.8875 0.94 1.00 -0.20
C 6.0875 -2.1386 1.5045 -1.64 -0.86 0.92
O 7.0740 -1.2688 1.2087 1.99 -1.10 2.72
C 7.0611 -0.8226 -0.0485 1.38 2.51 -2.96
N 5.0180 -2.9522 3.6031 -0.55 -1.13 0.84
H 4.2125 -2.4619 3.2412 -0.21 0.59 -0.83
H 4.7299 -3.9165 3.6885 -0.10 -0.68 -0.57
H 5.0001 -2.7106 4.5836 0.70 0.83 0.77
H 7.6576 -4.3690 3.7642 -0.49 0.08 0.30
H 8.0519 -3.8204 2.2185 -0.09 0.18 -0.25
H 6.7472 -4.9572 2.3555 -0.37 0.12 0.01
H 6.9141 -2.1161 3.4938 -0.22 0.30 -0.09
H 5.1793 -1.5369 1.4664 -0.84 -0.38 0.42
H 5.9687 -2.9579 0.7955 0.12 -0.06 -0.54
H 6.7528 -1.5426 -0.8065 -0.28 0.08 0.03
H 8.0579 -0.4568 -0.2952 0.61 -0.81 -0.10
H 6.6305 0.1748 -0.1372 -1.46 -0.24 -0.09
C -1.5391 10.2865 6.4056 -0.87 2.47 -2.12
O -2.4675 9.3313 5.6970 -0.11 -0.75 0.38
O -1.8294 11.5355 5.9435 1.04 -2.96 1.93
C -1.5350 10.0878 7.9956 -0.39 1.49 -1.05
F -2.6521 9.5830 8.5105 -0.30 -0.91 0.28
F -0.4705 9.2850 8.3649 -0.87 0.62 0.20
F -1.4220 11.3020 8.6256 0.71 -1.02 -0.19
C -1.9634 8.1053 5.1909 -1.09 0.20 -0.51
C -2.9554 7.5163 4.1930 -0.72 0.08 0.06
H -3.0893 8.1519 3.3178 -0.33 0.36 0.27
H -2.6580 6.5638 3.7543 0.46 -0.24 0.35
H -3.8830 7.3319 4.7350 -0.37 0.20 -0.38
H -1.9294 7.3546 5.9804 0.94 -0.09 0.25
H -1.0919 8.1897 4.5416 0.96 0.34 0.87
H -0.5803 9.8336 6.1532 0.91 0.21 -0.33
C 0.3047 -0.7054 -0.1926 -0.02 -0.75 3.44
O 0.2204 0.6921 0.2927 0.98 0.51 -2.20
O 0.5085 -1.4613 0.9597 -1.32 0.53 -2.71
C -1.0581 -0.8557 -1.0925 -0.04 1.09 0.37
F -1.2645 0.2121 -1.9218 0.47 0.34 0.58
F -1.0710 -1.8584 -1.9972 0.13 -0.97 0.86
F -2.1978 -0.8997 -0.3324 0.93 -0.59 -0.42
C 0.8364 1.7460 -0.5083 0.10 0.82 1.76
C 1.1847 2.8930 0.5055 -0.14 -0.91 -1.20
H 1.4957 3.7414 -0.1041 -0.37 0.40 0.15
H 0.2771 3.0635 1.0844 0.25 0.40 0.09
H 2.0448 2.6864 1.1423 -0.23 -0.41 0.17
H 0.2259 2.2057 -1.2855 -0.80 -0.37 0.15
H 1.7507 1.5379 -1.0639 0.28 -1.07 0.26
H 1.1705 -0.8920 -0.8279 -0.05 0.62 -0.91
C -2.9536 6.6777 -7.8843 -3.97 -0.65 -1.56
O -2.1127 6.3943 -9.0103 0.84 0.67 -2.09
O -4.3208 6.2929 -8.1828 4.31 0.73 1.96
C -2.0473 6.1245 -6.6709 -1.18 2.77 -0.93
F -2.0558 4.8819 -6.4085 -1.11 -3.25 0.81
F -0.7788 6.3963 -6.8919 2.47 0.83 -0.99
F -2.2486 6.8383 -5.5088 -1.11 -0.27 0.16
C -2.0372 7.3488 -10.1207 -0.38 -0.80 0.81
C -1.3306 6.7132 -11.3382 -0.63 -0.04 0.81
H -1.2052 7.4928 -12.0897 0.54 0.03 0.01
H -0.4257 6.1798 -11.0475 0.30 0.47 -0.08
H -1.9419 5.9514 -11.8219 -0.36 0.00 0.25
H -1.6004 8.2957 -9.8036 1.10 -0.10 0.36
H -2.9716 7.7830 -10.4763 -0.91 -0.91 0.21
H -2.9135 7.7533 -7.7123 0.13 0.60 0.25
C 4.1650 0.2058 8.6186 -2.76 -1.80 -2.44
O 4.5019 0.6363 7.2765 1.72 0.74 1.78
O 3.3080 -0.8332 8.2881 2.13 0.31 2.31
C 5.5419 0.1054 9.4292 -0.50 -0.74 -1.86
F 6.5405 -0.3991 8.6364 -0.11 0.31 0.29
F 5.9832 1.3195 9.8655 -0.29 -0.49 -0.05
F 5.4708 -0.7163 10.4618 -0.10 -0.08 0.87
C 4.8527 1.9775 7.0496 -1.51 0.40 -1.85
C 5.4787 1.8798 5.6981 1.45 0.82 -0.61
H 6.4404 1.3759 5.7948 -0.10 -0.69 0.02
H 4.8344 1.3735 4.9793 0.09 0.10 0.02
H 5.8397 2.8391 5.3271 -0.61 0.37 -0.30
H 5.4321 2.6761 7.6532 0.47 -0.99 1.00
H 3.8916 2.4785 6.9331 -0.26 0.60 0.05
H 3.5599 0.9561 9.1274 0.28 0.84 0.38
C -5.1564 -6.1091 5.6571 4.21 0.20 2.19
O -5.2337 -5.8627 4.2435 1.02 1.47 -0.66
O -3.9978 -5.5360 6.2575 -3.09 -1.11 -1.95
C -6.3886 -5.8052 6.4928 -0.45 -0.26 -0.71
F -7.4394 -6.4276 5.8984 -1.19 -0.03 -0.76
F -6.4307 -6.3439 7.7169 0.99 0.06 0.52
F -6.6950 -4.5239 6.6130 -0.12 0.68 -0.01
C -6.1663 -6.3944 3.3307 0.15 0.04 0.43
C -5.7214 -6.0357 1.8682 -0.62 0.45 1.54
H -4.7015 -6.3619 1.6648 0.01 -0.01 0.18
H -6.3784 -6.4406 1.0985 -0.15 -0.12 0.17
H -5.7734 -4.9477 1.8287 0.26 0.01 -0.34
H -7.0995 -5.9533 3.6812 -0.59 -0.16 -1.09
H -6.2519 -7.4752 3.4425 -0.01 -0.42 0.07
H -5.0968 -7.1966 5.7009 -0.13 -0.86 0.24
C 9.4043 8.5249 -1.4971 -0.53 1.48 -3.42
O 8.3048 7.8208 -2.1009 -1.56 0.63 1.66
O 9.5842 9.6766 -2.2820 0.15 -2.29 3.25
C 9.0424 8.5195 0.0241 0.19 0.51 -2.29
F 8.6175 7.3468 0.5413 -0.30 -0.21 -0.27
F 10.1788 8.7687 0.6422 1.06 0.80 1.46
F 8.1339 9.4399 0.2985 -0.63 0.59 0.86
C 8.4587 6.7616 -2.9534 2.00 1.11 0.25
C 7.1071 6.2644 -3.1510 -1.40 -1.02 -1.02
H 6.5458 7.1125 -3.5431 -0.24 0.06 0.00
H 7.1019 5.5178 -3.9452 -0.25 -0.36 0.10
H 6.5915 5.9181 -2.2553 0.24 -0.13 0.02
H 9.2359 6.1083 -2.5569 -0.20 -0.81 0.06
H 8.8511 7.1337 -3.8998 0.19 -0.05 -0.54
H 10.2176 7.7995 -1.4768 0.93 -0.18 -0.32
C -0.5723 -7.1983 -9.2800 3.72 -0.08 -1.71
O -0.5766 -8.2051 -8.2292 -1.94 1.24 1.67
O 0.6169 -7.3804 -9.9379 -3.12 0.25 0.33
C -1.9294 -7.2651 -10.1107 2.41 1.54 -1.13
F -1.7469 -6.8638 -11.4028 0.27 -0.25 0.13
F -2.4221 -8.4616 -10.1719 -1.50 -1.82 0.15
F -2.8734 -6.3726 -9.6952 -0.47 -0.42 0.91
C -1.3010 -7.8646 -7.0265 -0.23 -1.34 0.21
C -0.9533 -9.0099 -6.0519 -0.08 0.77 0.22
H 0.1249 -8.9479 -5.9038 0.08 -0.71 -0.31
H -1.3607 -8.9429 -5.0431 -0.38 0.62 0.14
H -1.3510 -9.9615 -6.4046 0.63 -0.07 -0.41
H -2.3866 -7.7963 -7.0972 -0.61 -0.62 -0.88
H -1.1816 -6.8868 -6.5599 1.39 0.35 -0.27
H -0.6036 -6.1750 -8.9057 -0.30 0.41 1.03
```
Forces are in eV/Å.

## Properties
Frontier orbital gap: 1.635 eV
Net charge: -2
HOMO: -2.46 eV
Total energy: -5689.627460 Ha